Here is a 2-piece molecular cluster, C8H9NS2 overall from OMol25. Energies are from ωB97M-V with the def2-TZVPD basis set.

Properties
Energy relative to the best compared isomer or geometry (same formula, charge and spin): 79.1 kcal/mol
Total energy: -1161.245471 Eh
2S+1: 1
Gap between HOMO and LUMO (spin up / spin down): 0.25386 / 0.23834 Ha

Geometry (Å):
C  1.385  -0.478  0.744
C  -0.126  -1.472  -0.864
C  2.410  -1.152  0.072
C  0.966  -2.067  -1.428
C  0.044  -0.675  0.303
C  0.088  2.435  0.169
C  -2.405  0.035  0.514
C  -0.999  -0.076  0.979
N  2.220  -1.918  -0.973
S  1.590  1.975  -0.132
S  -0.845  3.761  -0.215
H  1.574  -0.007  1.697
H  -1.114  -1.656  -1.248
H  3.437  -1.075  0.416
H  0.864  -2.726  -2.282
H  -2.474  0.001  -0.571
H  -3.012  -0.779  0.921
H  -2.838  0.970  0.863
H  -0.781  0.361  1.946
H  0.016  4.542  -0.909

Atom charges from the natural (NBO) analysis, given in e for atoms 1 to 4: atom 1 (C): -0.21, atom 2 (C): -0.23, atom 3 (C): 0.04, atom 4 (C): 0.00